[1]
Formula: C23H19N4O3S3W
Source: OMol25
Level of theory: wB97M-V/def2-TZVPD

Atoms and positions in Å:
W: 0.295 0.030 -0.095
O: 1.916 0.153 0.678
C: 2.170 -0.430 1.934
C: 3.430 -0.684 2.416
C: 3.547 -1.249 3.685
C: 2.423 -1.511 4.457
C: 1.153 -1.220 3.979
C: 1.015 -0.700 2.698
C: -0.274 -0.461 2.019
N: -0.497 -1.356 1.006
N: -1.442 -1.070 -0.014
C: -1.976 0.192 -0.189
O: -1.169 1.192 0.175
C: -3.214 0.356 -0.846
C: -3.539 1.566 -1.500
C: -4.766 1.694 -2.101
C: -5.685 0.642 -2.045
C: -5.376 -0.551 -1.389
C: -4.143 -0.711 -0.804
H: 4.315 -0.441 1.841
H: 4.531 -1.458 4.082
H: 2.532 -1.942 5.443
H: 0.278 -1.421 4.583
H: -1.126 -0.007 2.523
H: -2.817 2.373 -1.527
H: -5.026 2.610 -2.611
H: -6.652 0.752 -2.520
H: -6.105 -1.348 -1.335
H: -3.890 -1.623 -0.280
C: 2.368 -1.889 -1.688
O: 1.023 -1.861 -1.108
H: 2.819 -2.862 -1.510
H: 2.960 -1.129 -1.193
H: 2.309 -1.699 -2.758
H: 0.584 -2.690 -1.319
S: 5.121 4.204 -3.351
C: 3.882 3.114 -3.398
S: 3.034 2.654 -1.936
C: 1.937 1.710 -2.918
N: 2.221 1.712 -4.168
N: 3.286 2.476 -4.476
C: 3.627 2.528 -5.853
C: 4.859 2.990 -6.346
C: 5.068 3.112 -7.702
C: 4.082 2.699 -8.593
C: 2.879 2.183 -8.111
C: 2.648 2.078 -6.761
S: 0.502 0.912 -2.344
H: 5.675 3.192 -5.673
H: 6.016 3.472 -8.074
H: 4.270 2.753 -9.657
H: 2.105 1.887 -8.807
H: 1.709 1.704 -6.386

Values from the calculation:
**LUMO energy (alpha / beta)**: -13.3 / -13.3 eV
**Kohn-Sham gap (alpha / beta)**: 3.096 / 3.126 eV
**Energy**: -70560.636 eV
**E_HOMO (alpha / beta)**: -16.427 / -16.439 eV
**2S+1**: 1
**Molar mass**: 679.471 g/mol
**Total charge**: +3



[2]
Formula: C4H7NO
Source: OMol25
Level of theory: wB97M-V/def2-TZVPD

Atoms and positions in Å:
C: 1.510 -0.454 -0.471
N: 0.196 0.205 -0.621
C: -0.411 1.421 0.073
C: -0.392 0.161 0.751
C: -1.391 -0.818 0.938
O: -2.415 -0.712 1.592
H: 1.864 -0.801 -1.437
H: 2.211 0.229 0.005
H: 1.386 -1.312 0.203
H: -0.384 -0.089 -1.411
H: -1.346 1.737 -0.402
H: 0.278 2.238 0.285
H: -1.095 -1.806 0.481

Values from the calculation:
**SMILES**: C[N@@H+]1C/C1=C\[O-]
**LUMO energy**: 0.5 eV
**Kohn-Sham gap**: 8.279 eV
**Energy**: -7795.113 eV
**ΔE to the lowest compared entry with this formula, charge and spin**: 104.5 kcal/mol
**E_HOMO**: -7.765 eV
**2S+1**: 1
**Molar mass**: 85.106 g/mol



[3]
Formula: NNiO11S2
Source: OMol25
Level of theory: wB97M-V/def2-TZVPD

Atoms and positions in Å:
Ni: -6.203 -4.319 4.783
N: -3.529 -4.518 4.854
O: -4.210 -5.496 4.872
O: -4.179 -3.689 5.230
O: -2.451 -4.527 4.362
S: -7.354 -5.459 7.517
O: -5.982 -5.867 7.770
O: -8.225 -6.495 7.110
O: -7.905 -4.799 8.694
O: -7.268 -4.557 6.327
S: -8.612 -5.261 3.444
O: -7.526 -4.242 3.527
O: -9.903 -4.725 2.971
O: -8.225 -6.332 2.631
O: -9.266 -5.785 4.682

Values from the calculation:
**<S²>**: 2.006
**LUMO energy (alpha / beta)**: 7.6 / 7.6 eV
**Kohn-Sham gap (alpha / beta)**: 4.385 / 4.369 eV
**Energy**: -86716.557 eV
**E_HOMO (alpha / beta)**: 3.186 / 3.200 eV
**2S+1**: 3
**Molar mass**: 312.823 g/mol
**Total charge**: -3